# 1
47
Properties=species:S:1:pos:R:3:mulliken_charge:R:1 method="wB97M-V/def2-TZVPD" charge=-2 max_force_ev_per_a=0.23 e_above_lowest_kj_mol=0.00
F -3.58 -2.03 2.01 -0.31
C 3.79 -1.37 -3.11 0.16
H 6.17 -3.48 -4.20 0.36
C 5.06 -1.84 -3.35 -0.32
C -2.34 2.83 0.58 -0.74
C 2.78 -3.31 -4.13 -0.37
O 4.01 0.75 -1.98 -0.73
H -1.70 3.45 3.09 0.29
H 1.90 1.38 0.54 0.34
F -4.34 -1.54 4.51 -0.33
C 3.28 -0.11 -2.44 0.01
N -3.82 2.88 -1.06 -1.01
N 1.92 -0.11 -2.47 -0.33
K -0.71 0.51 -1.77 0.69
C -1.04 2.61 1.23 0.81
H 5.93 -1.27 -3.04 0.45
C 1.39 2.24 2.45 -0.67
N -2.57 2.57 -0.64 0.59
H -5.96 3.05 -1.94 0.26
C 2.68 -2.09 -3.49 0.14
C -2.62 -1.81 2.91 0.58
H 0.51 3.12 4.20 0.41
H -5.66 2.56 -3.55 0.22
H -3.13 3.28 1.19 0.20
S -3.01 2.07 -3.58 -0.60
F -2.51 -1.06 6.46 -0.34
H 2.36 2.06 2.89 0.37
F 0.95 -1.57 3.34 -0.35
C -0.37 -1.58 3.57 0.62
O 0.32 -1.59 -3.24 -0.73
C -3.03 -1.55 4.20 0.07
C 1.13 1.86 1.14 -0.16
C 4.06 -3.80 -4.38 -0.37
C 0.36 2.82 3.17 -0.23
H 1.89 -3.86 -4.41 0.45
H 4.19 -4.75 -4.87 0.36
N -5.33 3.02 -2.73 -0.48
C -4.04 2.66 -2.35 0.30
Se -0.71 -2.17 0.76 -0.48
C 1.48 -1.26 -3.06 0.46
C -0.87 3.01 2.56 -0.69
C -0.77 -1.32 4.87 0.06
C -2.11 -1.31 5.20 0.52
N -0.04 2.04 0.54 -0.09
C -1.27 -1.84 2.53 -0.62
F 0.15 -1.09 5.83 -0.34
C 5.19 -3.08 -3.99 -0.39

# 2
41
Properties=species:S:1:pos:R:3:mulliken_charge:R:1 method="wB97M-V/def2-TZVPD" charge=+1 max_force_ev_per_a=4.40 e_above_lowest_kj_mol=0.00
C -2.51 -1.65 3.14 -0.55
C -0.18 -3.14 5.19 0.88
H 4.29 -3.07 8.10 0.39
C 0.91 -3.32 6.18 0.32
C 3.55 -1.12 2.38 0.36
C 2.78 -4.39 7.25 -0.57
C 1.55 -2.07 6.35 0.29
O -0.95 -3.96 4.67 -0.57
H 4.80 0.59 1.91 0.49
C 1.25 -0.71 2.93 -0.19
C -1.57 0.53 2.63 -0.79
H 3.30 -0.98 7.01 0.40
F 4.60 -2.01 2.31 -0.30
C 3.84 0.24 2.27 -0.82
C -1.41 -0.80 3.04 -0.34
F -4.74 -2.12 2.44 -0.28
H -0.03 -2.35 2.77 0.72
C 0.05 -1.72 4.75 -0.38
C 1.53 0.65 3.02 -0.16
C -3.97 0.13 2.30 -0.82
C -0.06 -1.40 3.33 1.74
H 3.28 -5.29 7.64 0.39
H 1.34 -0.20 5.41 0.36
F 3.00 2.45 2.45 -0.30
H 0.83 1.38 3.47 0.61
H 1.23 -5.46 6.14 0.45
C 3.36 -3.12 7.50 -0.49
C -2.87 0.96 2.31 0.22
C 2.29 -1.61 2.66 -1.03
C -3.74 -1.21 2.65 0.33
H -0.74 1.21 2.57 0.55
C 2.80 -1.96 6.95 -0.67
H 2.13 -2.68 2.78 0.52
N 0.97 -1.14 5.53 0.25
C 2.78 1.10 2.57 -0.03
N -2.52 -0.20 6.43 -0.63
H -2.38 -2.67 3.55 0.58
N -1.80 -0.82 5.84 0.60
F -3.04 2.27 1.92 -0.30
H -4.93 0.44 1.86 0.46
C 1.60 -4.49 6.50 -0.70

# 3
42
Properties=species:S:1:pos:R:3:mulliken_charge:R:1 method="wB97M-V/def2-TZVPD" charge=0 max_force_ev_per_a=3.15 energy_ha=-2004.55292
C 3.95 0.25 2.13 0.49
F -5.37 -0.12 7.72 -0.26
F -4.03 -5.33 5.72 -0.27
C 1.61 0.75 2.22 0.10
H -4.89 -3.11 6.41 0.49
C 3.70 -1.12 2.15 -0.68
H 4.52 -1.83 2.11 0.42
F -5.11 0.77 5.71 -0.25
C -2.98 1.16 2.17 -1.07
C -1.33 -0.63 2.26 1.00
H -0.01 -2.27 2.63 0.33
F 5.25 0.69 2.10 -0.32
C -1.56 -2.71 5.85 -1.16
C -2.41 -1.56 2.27 -0.54
H 0.83 1.49 2.30 0.37
F -2.59 -5.31 7.40 -0.25
H -2.63 0.53 5.97 0.49
C -3.73 -1.15 2.25 -0.69
H -3.21 2.22 2.13 0.46
H -0.64 -3.28 5.75 0.54
H -4.55 -1.86 2.25 0.45
F -1.86 -5.40 5.31 -0.26
C -1.52 -1.31 5.63 0.16
C -5.15 -0.42 6.39 0.86
C 2.38 -1.54 2.17 -0.57
S -0.15 -0.64 4.93 -0.13
C -2.68 -0.55 5.96 -0.82
C -0.02 -1.17 2.56 -0.71
C 1.29 -0.62 2.25 0.66
C 2.93 1.19 2.17 -0.99
H -0.87 1.48 2.20 0.18
C -1.65 0.74 2.18 0.04
H -2.19 -2.63 2.36 0.34
C -3.88 -1.21 6.19 0.52
C -3.99 0.22 2.19 0.51
C -2.81 -4.84 6.12 0.88
F -5.29 0.65 2.20 -0.37
H 2.16 -2.61 2.18 0.35
F -6.25 -1.11 5.94 -0.27
H 3.16 2.25 2.14 0.43
C -3.94 -2.60 6.24 -0.90
C -2.77 -3.34 6.06 0.45

# 4
46
Properties=species:S:1:pos:R:3:mulliken_charge:R:1 method="wB97M-V/def2-TZVPD" charge=0 max_force_ev_per_a=3.75 e_above_lowest_kj_mol=0.00
H 5.89 7.08 6.71 0.25
C 11.29 11.99 10.04 0.35
C 13.57 12.16 10.66 1.27
C 8.32 11.72 5.61 0.26
O 8.06 6.58 8.44 -0.49
O 14.08 9.29 7.31 -0.68
H 8.59 13.09 4.22 0.37
C 7.50 8.56 7.22 1.13
C 13.12 9.89 7.71 0.22
H 12.01 13.03 11.82 0.42
C 12.90 10.90 8.73 0.25
O 9.40 8.42 8.62 -0.60
C 11.65 8.51 6.33 0.52
N 7.92 9.80 6.94 -0.22
H 7.46 6.21 7.78 0.31
C 10.18 7.60 4.63 -0.70
C 11.92 7.27 6.88 -0.15
O 9.05 11.64 9.51 -0.92
C 9.31 5.40 5.15 0.08
O 9.57 12.93 11.31 -0.68
H 10.87 9.69 4.65 0.43
N 11.63 11.27 8.95 -0.22
C 6.34 10.13 5.22 -0.72
C 13.93 11.34 9.56 -0.98
Lu 9.84 10.55 7.93 1.87
N 8.43 4.64 5.08 -0.56
H 4.86 8.59 5.16 0.39
H 14.16 12.99 12.27 0.31
C 7.49 10.55 5.89 0.52
C 6.37 8.08 6.57 -0.76
C 8.36 7.85 8.18 0.38
C 12.25 12.49 10.92 -0.92
C 10.32 6.35 5.27 0.45
O 7.91 12.47 4.56 -0.51
C 5.79 8.92 5.62 -0.53
C 10.89 8.68 5.14 -0.29
O 9.38 11.94 6.28 -0.78
H 9.48 7.62 3.78 0.47
H 5.85 10.69 4.43 0.51
C 9.91 12.22 10.36 0.24
H 14.96 11.05 9.36 0.48
H 11.53 5.11 6.53 0.40
H 12.50 7.11 7.81 0.43
O 11.81 9.68 7.09 -0.21
C 11.31 6.16 6.29 -0.86
O 14.60 12.63 11.46 -0.54